Computed, not measured: 10 unconnected molecules or ions with the total composition C40H80O20S3 at a distorted geometry, with ωB97M-V with the def2-TZVPD basis set.

ORCA input file:
```
! RIJCOSX wB97M-V def2-TZVPD def2/J DEFGRID3
* xyz 0 1
O 3.26835 2.61039 7.29730
C 3.04231 3.34040 6.39280
O 3.34558 3.23094 5.11161
C 4.07607 2.01041 4.80401
C 3.10714 0.80881 4.80072
C 2.29039 4.64057 6.59804
H 4.83205 1.94661 5.55314
H 4.51772 2.07053 3.81657
H 3.29829 0.16586 3.97560
H 2.07320 1.17238 4.58167
H 3.03230 0.33106 5.74654
H 2.96569 5.35166 7.02950
H 1.51510 4.42480 7.35750
H 1.92443 5.08907 5.68897
O 2.66171 0.54686 -2.42541
C 3.36005 0.97404 -3.35875
O 2.97724 2.01961 -4.07440
C 1.69795 2.64114 -3.75498
C 1.55271 4.02257 -4.34512
C 4.72691 0.44664 -3.78232
H 1.79556 2.75132 -2.61048
H 0.87441 1.94185 -4.04735
H 0.81333 4.56566 -3.69333
H 1.13641 4.09721 -5.42573
H 2.48553 4.62919 -4.25077
H 4.59090 0.16817 -4.86091
H 5.01490 -0.44295 -3.21037
H 5.43472 1.26359 -3.69277
O -3.72238 -1.90332 1.22857
C -4.42476 -1.10536 0.66558
O -4.70242 -1.10171 -0.65165
C -4.18526 -2.17086 -1.52699
C -4.48899 -1.96507 -3.00513
C -4.98059 0.09608 1.51270
H -4.69280 -3.06498 -1.20279
H -3.14782 -2.22476 -1.35681
H -5.51545 -2.22942 -3.30389
H -3.77514 -2.66234 -3.51765
H -4.18076 -1.02071 -3.33012
H -4.17113 0.63876 1.91777
H -5.69290 -0.28526 2.23317
H -5.51521 0.72696 0.87369
O -0.99490 -3.35042 3.17237
C -1.71398 -3.58484 4.11583
O -1.58105 -2.97063 5.28999
C -0.60140 -1.89111 5.37159
C 0.78202 -2.40219 5.46164
C -2.86477 -4.58112 4.06721
H -0.84868 -1.28773 6.28120
H -0.65909 -1.32719 4.45160
H 0.85361 -2.89660 6.41379
H 1.48376 -1.56866 5.48756
H 1.03940 -3.04053 4.61569
H -2.53978 -5.56253 4.26840
H -3.03916 -4.63636 2.99876
H -3.65434 -4.23123 4.67593
O -1.35754 -4.62392 -2.74017
C -1.04185 -5.37640 -1.83629
O -0.45041 -6.56331 -2.03768
C -0.22528 -6.91314 -3.38685
C -1.28790 -7.84086 -3.88954
C -1.17824 -5.01893 -0.36846
H 0.68319 -7.49183 -3.38027
H -0.05890 -5.97533 -3.86083
H -0.90449 -8.40066 -4.79304
H -2.20012 -7.31048 -4.14072
H -1.41672 -8.65002 -3.19333
H -2.11052 -4.50778 -0.22210
H -0.42577 -4.25827 -0.08933
H -1.11335 -5.84661 0.26068
O 5.43578 2.29544 -0.66759
C 5.68102 2.32221 0.48088
O 4.92923 1.76932 1.44851
C 3.78573 0.94457 0.96074
C 4.28325 -0.52771 0.93124
C 6.96872 2.92146 1.05444
H 3.58269 1.35578 0.00597
H 3.02709 1.10392 1.70360
H 3.47625 -1.18135 0.58338
H 4.65544 -0.92729 1.85647
H 5.09495 -0.61467 0.13094
H 7.37706 3.74073 0.40052
H 7.77159 2.10643 1.03720
H 6.82253 3.19509 2.13716
O 2.63016 -2.86494 -4.91761
C 1.63917 -2.82999 -4.24187
O 1.67214 -3.01267 -2.91331
C 2.94797 -3.40033 -2.33942
C 3.26461 -4.82733 -2.54024
C 0.25656 -2.48492 -4.90804
H 2.89819 -3.23130 -1.26080
H 3.72616 -2.67875 -2.69319
H 3.39758 -5.12220 -3.55755
H 2.48576 -5.43947 -2.07013
H 4.14126 -5.09665 -1.89963
H 0.47388 -1.62547 -5.45929
H -0.55098 -2.46034 -4.18803
H 0.05372 -3.34851 -5.54884
C -1.38844 4.11120 3.42215
C -0.64087 4.72774 2.21733
C -1.58857 5.76683 1.56775
S -3.21482 4.97784 1.64040
O -3.64838 4.20994 0.53174
O -4.06505 6.04599 2.07858
C -2.77798 3.78153 2.90007
H -1.45482 4.79678 4.26013
H -1.01857 3.16828 3.81574
H -0.48601 3.95390 1.49965
H 0.36483 5.19694 2.41576
H -1.21091 6.01625 0.57731
H -1.67213 6.65039 2.18615
H -2.66169 2.81074 2.37086
H -3.61279 3.86717 3.62508
C -0.18293 -0.32722 -1.69387
C 0.23219 -1.45677 -0.77662
C -0.51232 -1.26693 0.54004
S -0.51204 0.52310 0.81112
O 0.47730 1.00595 1.71157
O -1.83691 0.92573 1.00615
C -0.12331 0.96609 -0.93449
H -1.20014 -0.63040 -2.05110
H 0.49782 -0.31815 -2.54910
H 1.31888 -1.27817 -0.70619
H 0.04705 -2.41661 -1.27135
H -0.12239 -1.79221 1.39978
H -1.59555 -1.54908 0.41969
H 0.86089 1.36729 -0.93888
H -0.84447 1.70855 -1.24174
C -5.04228 2.54965 -2.09996
C -5.01641 4.07414 -2.41701
C -4.10488 4.19609 -3.62239
S -2.77455 2.95487 -3.51029
O -1.55159 3.65583 -3.18184
O -2.83431 2.02213 -4.63066
C -3.55305 2.19577 -2.03947
H -5.48933 1.94568 -2.88388
H -5.54978 2.22695 -1.22051
H -4.62245 4.66450 -1.55973
H -5.99464 4.57747 -2.53967
H -3.56098 5.14972 -3.61055
H -4.65575 4.09155 -4.57072
H -3.06557 2.53641 -1.16460
H -3.32878 1.09767 -2.05933
*
```

Properties
* orbital gap: 0.389 Eh
* energy relative to the best compared isomer or geometry (same formula, charge and spin): 0.0 kcal/mol
* HOMO: -10.081 eV
* DFT total energy: -116232.6908 eV
* SMILES: O=S1(=O)CCCC1.O=S1(=O)CCCC1.O=S1(=O)CCCC1.CCOC(C)=O.CCOC(C)=O.CCOC(C)=O.CCOC(C)=O.CCOC(C)=O.CCOC(C)=O.CCOC(C)=O

---

Computed, not measured: 11 unconnected molecules or ions with the total composition C5H34N2O11 at a distorted geometry, with ωB97M-V with the def2-TZVPD basis set.

ORCA input file:
```
! RIJCOSX wB97M-V def2-TZVPD def2/J DEFGRID3
* xyz 1 2
N -1.50302 0.26745 1.48176
C -0.30723 1.15859 1.51033
C 0.59804 0.79025 2.81942
O 0.68950 2.10822 3.43608
C 0.49276 0.64064 0.17481
N -0.33132 0.38117 -0.93618
C 0.08664 1.23860 -2.12587
C 1.26842 0.63262 -2.77451
H -1.83824 0.39166 0.53120
H -2.22702 0.42830 2.18820
H -0.57856 2.22894 1.40526
H -0.10062 0.13646 3.36526
H 1.54827 0.26111 2.73778
H 1.39463 1.86047 4.09440
H 1.28436 1.43587 0.10577
H 0.88516 -0.33482 0.45112
H -0.46227 -0.61825 -1.18855
H -0.80463 1.33914 -2.82448
H 0.13445 2.24391 -1.79162
H 1.16292 -0.42980 -3.09473
H 1.55147 1.23850 -3.65135
H 2.28821 0.76475 -2.28270
H 3.43907 -2.00645 0.75251
H 1.95185 -2.23405 1.01532
O 2.63323 -2.15225 0.27643
H 4.77018 0.34868 1.06549
H 4.22536 -0.17095 2.14497
O 4.98352 -0.45307 1.61235
H -1.94758 3.06856 -2.28184
H -1.26645 3.50811 -0.87823
O -2.06420 3.15233 -1.33245
H 0.17456 -2.98280 1.80575
H 0.10867 -1.44135 1.99843
O 0.65794 -2.20438 2.15245
H -3.45941 0.11144 -2.33417
H -2.23016 -0.21790 -2.05614
O -2.74643 -0.20801 -2.91718
H -3.59799 1.78251 -0.17956
H -4.49063 1.88311 -1.32297
O -4.17789 1.23313 -0.69545
H -2.57184 -3.20751 1.12093
H -1.44086 -2.16253 1.27217
O -1.85665 -2.91669 1.67137
H 3.74511 1.72945 -0.36396
H 3.79342 0.22683 -0.75616
O 3.57786 0.85174 -0.03208
H -0.32883 -3.00764 -0.17629
H 0.88395 -2.62948 -1.02967
O -0.08346 -2.54591 -0.96437
H -1.97319 -1.67910 -0.65095
H -3.07295 -1.81902 -1.73709
O -2.86814 -2.02059 -0.81104
*
```

Properties
* orbital gap (alpha / beta): 0.394 / 0.222 Eh
* energy relative to the best compared isomer or geometry (same formula, charge and spin): 70.7 kcal/mol
* HOMO (alpha / beta): -13.772 / -13.768 eV
* DFT total energy: -31228.7917 eV

---

Computed, not measured: 2 unconnected molecules or ions with the total composition C3H9NO2 at a distorted geometry, with ωB97M-V with the def2-TZVPD basis set.

ORCA input file:
```
! RIJCOSX wB97M-V def2-TZVPD def2/J DEFGRID3
* xyz 0 1
C 0.65983 -1.45435 0.17865
N 0.48438 -0.88771 1.45606
O 1.37592 -0.56447 -0.79298
O 2.65241 -0.21301 -0.23562
H 3.22915 -0.23282 -1.00986
H -0.13926 -0.08680 1.43462
H 1.38936 -0.56024 1.81043
H 1.30904 -2.33612 0.23264
H -0.29568 -1.66721 -0.30774
C -1.24356 1.61572 -0.72812
C -2.29180 1.05229 -0.16033
H -2.38915 -0.01899 -0.07130
H -3.13320 1.63057 0.18878
H -1.16396 2.68695 -0.83244
H -0.44347 1.03618 -1.16276
*
```

Properties
* orbital gap: 0.396 Eh
* energy relative to the best compared isomer or geometry (same formula, charge and spin): 109.4 kcal/mol
* HOMO: -9.839 eV
* DFT total energy: -8838.2095 eV
* SMILES: NCOO.C=C

---

Computed, not measured: a molecular structure, C12H22As2InOSbSe4, with ωB97M-V with the def2-TZVPD basis set.

ORCA input file:
```
! RIJCOSX wB97M-V def2-TZVPD def2/J DEFGRID3
* xyz 0 1
In 0.83376 0.87558 0.37253
Se -0.10521 -4.06511 0.18025
Sb 0.99686 -2.17772 -0.73315
Se -0.81013 -0.30728 -1.07048
Se 2.28477 -0.98713 1.21995
Se 2.44703 -2.01290 -2.61968
C -1.45038 -0.95748 2.55305
As -0.72402 0.67231 3.24159
C 0.60740 0.26087 4.55134
C -2.12855 1.65485 4.09325
O -0.08243 1.72182 2.07357
H -2.00523 -1.43834 3.35931
H -0.64884 -1.61273 2.20948
H -2.10729 -0.73719 1.71430
H 0.15021 -0.29005 5.37264
H 1.04189 1.18869 4.91720
H 1.37099 -0.34871 4.07088
H -2.54808 1.06762 4.90882
H -2.90078 1.87116 3.35848
H -1.71962 2.58680 4.47721
C 2.88781 4.26634 -0.70901
As 2.36145 2.44579 -1.09732
C 1.63436 2.50627 -2.88202
C 4.03286 1.44252 -1.28077
C 4.82579 1.89668 -2.46924
C 4.65180 1.25509 -3.69476
C 5.34834 1.68496 -4.81410
C 6.22682 2.75661 -4.72350
C 6.41513 3.39112 -3.50414
C 5.71796 2.96232 -2.38297
H 3.56685 4.60940 -1.48828
H 3.38352 4.30484 0.25868
H 2.00406 4.90043 -0.68643
H 2.36594 2.94253 -3.55978
H 0.71860 3.09443 -2.87489
H 1.40218 1.48433 -3.18244
H 3.73276 0.39531 -1.37374
H 4.57156 1.56145 -0.34051
H 3.97350 0.41077 -3.75508
H 5.20884 1.17491 -5.75861
H 6.77242 3.08817 -5.59739
H 7.11280 4.21490 -3.42267
H 5.88490 3.44682 -1.42691
*
```

Properties
* orbital gap: 0.253 Eh
* HOMO: -7.234 eV
* DFT total energy: -409624.7026 eV

---

Computed, not measured: a molecular structure, C2H3F2IO2 at a distorted geometry, with ωB97M-V with the def2-TZVPD basis set.

ORCA input file:
```
! RIJCOSX wB97M-V def2-TZVPD def2/J DEFGRID3
* xyz 0 1
C 1.54253 0.31317 0.06115
C -0.91330 -0.53257 -0.04022
O 0.72036 -0.66702 0.49852
O -1.27792 0.62758 0.35762
F -1.52461 -1.63067 0.42012
F -0.78250 -0.66306 -1.32876
I -3.25029 0.96989 0.11216
H 1.55122 1.10529 0.75069
H 1.29031 0.59826 -1.01519
H 2.64420 -0.12088 0.18391
*
```

Properties
* orbital gap: 0.292 Eh
* energy relative to the best compared isomer or geometry (same formula, charge and spin): 36.4 kcal/mol
* HOMO: -9.873 eV
* DFT total energy: -19750.5865 eV

---

Computed, not measured: a molecular structure, C13H15BiN4O4P at a distorted geometry, with ωB97M-V with the def2-TZVPD basis set.

ORCA input file:
```
! RIJCOSX wB97M-V def2-TZVPD def2/J DEFGRID3
* xyz 1 1
Bi 1.05280 1.82370 1.83492
O 3.12988 1.27079 -1.97756
C 2.68021 1.23571 -0.87206
O 1.70673 2.01494 -0.36553
C 3.20447 0.19107 0.13341
C 4.14796 -0.77702 -0.13643
C 4.53444 -1.61155 0.90706
C 3.98626 -1.44483 2.18053
C 2.95374 -0.56033 2.30755
N 2.59729 0.30359 1.33925
C 2.04074 -0.53068 3.48820
O 2.15510 -1.35355 4.37779
O 0.99667 0.31112 3.34869
H 4.58826 -0.83521 -1.13007
H 5.28381 -2.32288 0.69396
H 4.32330 -2.06511 2.95516
C -3.84379 0.49818 -0.49023
N -3.02992 1.28878 -1.38199
C -2.41547 0.47271 -2.45492
N -1.66770 -0.67631 -1.94344
C -2.55033 -1.48017 -1.08418
N -3.16396 -0.67636 0.00124
C -2.13144 -0.17693 0.95605
P -0.90665 0.87918 0.21843
C -1.99025 2.07411 -0.72274
C -0.42503 -0.19739 -1.32004
H -4.70430 0.17715 -1.12828
H -4.20698 1.14236 0.25666
H -1.72291 0.97823 -3.07829
H -3.26914 0.09467 -3.14847
H -2.01968 -2.33726 -0.71193
H -3.40224 -1.83996 -1.67615
H -1.62558 -1.06151 1.47549
H -2.67621 0.29511 1.77555
H -1.41337 2.65337 -1.39113
H -2.48817 2.81525 -0.03710
H 0.26123 -1.02375 -1.17029
H 0.01021 0.45082 -2.02912
*
```

Properties
* orbital gap: 0.278 Eh
* energy relative to the best compared isomer or geometry (same formula, charge and spin): 22.3 kcal/mol
* HOMO: -12.135 eV
* DFT total energy: -42996.8657 eV